#one
# C2H5NO2

2 unconnected molecules or ions with the total composition C2H5NO2 (ωB97M-V/def2-TZVPD, OMol25).

Cartesian coordinates (Å):
N -1.462 -1.107 1.109
C -0.797 -1.502 -0.029
O 0.309 -1.957 -0.043
H -2.443 -0.967 0.973
H -1.173 -1.634 1.918
H -1.355 -1.345 -0.966
C 1.344 1.829 -0.425
O 0.734 2.787 -0.795
H 2.368 1.837 -0.011
H 0.907 0.813 -0.383

## Properties
lowest unoccupied orbital energy: 0.8 eV
multiplicity: 1
HOMO energy: -0.36909 hartree
SMILES: NC=O.C=O
HOMO-LUMO gap: 10.882 eV

#two
# C2H5NO2

A molecular structure, C2H5NO2 (ωB97M-V/def2-TZVPD, OMol25).

Cartesian coordinates (Å):
C -0.424 -0.178 0.251
C 1.035 0.716 -0.631
N -0.549 -0.071 1.596
O -1.491 0.551 0.676
O -0.537 -1.390 -0.329
H 1.325 1.699 -0.085
H 0.845 0.923 -1.697
H 1.638 -0.149 -0.609
H -1.151 -0.708 2.146
H -0.692 -1.393 -1.318

## Properties
lowest unoccupied orbital energy: 0.7 eV
multiplicity: 1
HOMO energy: -0.35727 hartree
HOMO-LUMO gap: 10.429 eV

#three
# C2H5NO2

A molecular structure, C2H5NO2 (ωB97M-V/def2-TZVPD, OMol25).

Cartesian coordinates (Å):
C 1.344 0.314 -0.027
C -0.177 0.698 -0.116
H 0.492 -1.413 -0.053
H 1.435 0.619 1.278
H 1.955 0.983 -0.712
H -0.694 1.756 0.028
H -2.646 -1.116 -0.377
N -0.834 -0.436 -0.175
O 1.459 -1.102 0.021
O -2.334 -0.303 0.133

## Properties
lowest unoccupied orbital energy: 0.8 eV
multiplicity: 1
HOMO energy: -0.36589 hartree
HOMO-LUMO gap: 10.786 eV

Which structure is most stable, and how do the rest compare? From most to least stable: #one, #three, #two.

#one
# C2H5NO2

C2H5NO2 in the gas phase (ωB97M-V/def2-TZVPD, OMol25).

Cartesian coordinates (Å):
H 1.056 1.629 -0.257
N 0.075 1.483 -0.127
C -0.258 0.374 0.037
C -1.547 -0.405 0.066
O 1.044 -0.797 0.097
O 2.198 -0.002 0.177
H -2.228 0.271 0.464
H -1.728 -0.734 -0.984
H -1.593 -1.314 0.551
H 2.980 -0.505 -0.023

## Properties
lowest unoccupied orbital energy: 1.0 eV
multiplicity: 1
HOMO energy: -0.33819 hartree
SMILES: [H]/N=C(/C)OO
HOMO-LUMO gap: 10.199 eV

#two
# C2H5NO2

2 unconnected molecules or ions with the total composition C2H5NO2 (ωB97M-V/def2-TZVPD, OMol25).

Cartesian coordinates (Å):
C -1.065 1.042 0.259
N 1.959 -0.755 -0.366
C -1.670 -0.237 0.228
O 0.691 -0.357 -0.138
O -2.727 -0.788 0.333
H 2.575 -0.577 0.421
H 2.324 -0.417 -1.251
H -0.603 1.404 1.166
H -0.877 1.578 -0.659
H -0.607 -0.891 0.006

## Properties
lowest unoccupied orbital energy (alpha / beta): -0.3 / -0.6 eV
multiplicity: 1
HOMO energy (alpha / beta): -0.32464 / -0.30867 hartree
HOMO-LUMO gap (alpha / beta): 8.569 / 7.762 eV

Which structure is most stable, and how do the rest compare? From most to least stable: #one, #two.

#one
# C4H11N3

C4H11N3 in the gas phase (ωB97M-V/def2-TZVPD, OMol25).

Cartesian coordinates (Å):
H 1.749 -0.795 0.985
N 0.942 -1.412 0.924
C 0.098 -1.027 0.044
C -1.140 -1.861 -0.166
N 0.715 -0.455 -1.461
C 0.810 0.906 -1.075
N -0.251 1.052 -0.004
C 0.011 1.566 1.332
H -0.867 -2.783 -0.680
H -1.877 -1.324 -0.765
H -1.577 -2.144 0.797
H 0.027 -0.560 -2.203
H 0.594 1.620 -1.879
H 1.769 1.116 -0.586
H -1.214 1.019 -0.320
H 1.074 1.556 1.574
H -0.367 2.587 1.413
H -0.496 0.940 2.069

## Properties
lowest unoccupied orbital energy: 0.9 eV
multiplicity: 1
HOMO energy: -0.30998 hartree
SMILES: [H]/N=C(/C)NCNC
HOMO-LUMO gap: 9.318 eV

#two
# C4H11N3

2 unconnected molecules or ions with the total composition C4H11N3 (ωB97M-V/def2-TZVPD, OMol25).

Cartesian coordinates (Å):
C 1.193 -0.966 -0.241
C -1.083 -0.036 0.176
C -1.058 1.275 0.831
C -1.806 -0.232 -1.116
N 2.228 -1.302 0.576
N 0.968 0.246 -0.712
N 1.570 1.328 -0.315
H 0.609 -1.781 -0.644
H -1.056 -0.900 0.831
H 2.479 -2.267 0.694
H 2.952 -0.623 0.754
H 2.062 1.175 0.586
H -0.096 1.792 0.550
H -1.852 1.934 0.468
H -1.097 1.214 1.919
H -1.452 -1.114 -1.657
H -1.681 0.633 -1.767
H -2.880 -0.376 -0.934

## Properties
lowest unoccupied orbital energy (alpha / beta): 0.7 / 0.7 eV
multiplicity: 1
HOMO energy (alpha / beta): -0.26285 / -0.26283 hartree
HOMO-LUMO gap (alpha / beta): 7.833 / 7.832 eV

Which structure is most stable, and how do the rest compare? From most to least stable: #one, #two.

#one
# C4H11N3

C4H11N3 in the gas phase (ωB97M-V/def2-TZVPD, OMol25).

Cartesian coordinates (Å):
C 1.327 -0.889 -1.767
N 0.531 0.049 -1.287
C -0.930 -0.225 -1.076
C -1.019 -0.566 0.404
N -1.969 0.155 1.141
N 0.491 -0.055 0.830
C 1.087 1.257 0.986
H 2.020 -0.612 -2.566
H 1.085 -1.952 -1.628
H -1.488 0.668 -1.369
H -1.301 -1.072 -1.666
H -1.045 -1.632 0.620
H -2.069 -0.189 2.089
H -1.680 1.129 1.189
H 1.149 -0.812 1.018
H 1.546 1.339 1.976
H 0.346 2.042 0.819
H 1.919 1.364 0.285

## Properties
lowest unoccupied orbital energy (alpha / beta): 1.0 / 1.0 eV
multiplicity: 1
HOMO energy (alpha / beta): -0.26871 / -0.26869 hartree
SMILES: C=NC[C@H](N)NC
HOMO-LUMO gap (alpha / beta): 8.303 / 8.302 eV

#two
# C4H11N3

C4H11N3 in the gas phase (ωB97M-V/def2-TZVPD, OMol25).

Cartesian coordinates (Å):
N -0.116 -1.123 1.856
C -0.883 -1.773 0.863
N -0.740 -1.586 -0.433
C -1.195 -0.226 -0.993
C 0.010 0.451 -1.439
C 1.104 0.658 -0.432
N 0.925 1.683 0.696
H -0.172 -0.130 1.694
H -0.738 -1.090 2.685
H -1.573 -2.470 1.277
H -1.760 -0.561 -1.897
H -1.864 0.274 -0.336
H -0.213 1.409 -1.981
H 0.531 -0.190 -2.194
H 2.112 0.964 -0.882
H 1.534 -0.227 -0.080
H 1.335 2.597 0.237
H 1.701 1.339 1.359

## Properties
lowest unoccupied orbital energy: 0.8 eV
multiplicity: 1
HOMO energy: -0.28829 hartree
SMILES: N/C=N\CCCN
HOMO-LUMO gap: 8.608 eV

#three
# C4H11N3

2 unconnected molecules or ions with the total composition C4H11N3 (ωB97M-V/def2-TZVPD, OMol25).

Cartesian coordinates (Å):
H 0.882 -2.504 -0.656
N 0.495 -1.593 -0.897
C -0.526 -1.261 -0.232
N -1.084 -1.983 0.788
C -1.171 0.079 -0.543
N -2.207 0.550 0.353
H -0.784 -2.934 0.928
H -2.001 -1.747 1.131
H -1.587 0.025 -1.550
H -0.370 0.825 -0.565
H -3.041 -0.025 0.301
H -1.873 0.577 1.312
C 2.167 1.098 0.272
C 2.259 2.230 -0.394
H 2.047 0.152 -0.229
H 2.203 1.071 1.352
H 2.223 2.258 -1.472
H 2.368 3.183 0.101

## Properties
lowest unoccupied orbital energy: 0.8 eV
multiplicity: 1
HOMO energy: -0.34146 hartree
SMILES: [H]/N=C(\N)CN.C=C
HOMO-LUMO gap: 10.111 eV

#four
# C4H11N3

2 unconnected molecules or ions with the total composition C4H11N3 (ωB97M-V/def2-TZVPD, OMol25).

Cartesian coordinates (Å):
C -0.810 -0.528 -2.191
C -0.350 -1.104 -0.862
C 1.071 -0.282 0.866
N -0.328 -2.368 -0.752
N 1.359 -1.252 1.631
H 0.083 -2.650 0.152
H 0.606 -1.537 2.255
H 1.802 0.190 0.222
H -1.652 0.160 -2.053
H 0.002 0.060 -2.635
H -1.104 -1.312 -2.897
C 0.096 2.064 0.725
N -0.126 0.668 1.153
H -0.406 0.602 2.134
H -0.697 0.091 0.429
H -0.784 2.665 0.944
H 0.268 2.056 -0.352
H 0.969 2.476 1.231

## Properties
lowest unoccupied orbital energy: 0.4 eV
multiplicity: 1
HOMO energy: -0.24213 hartree
HOMO-LUMO gap: 7.004 eV

Which structure is most stable, and how do the rest compare? From most to least stable: #three, #two, #one, #four.

#one
# C3H8N3O

2 unconnected molecules or ions with the total composition C3H8N3O (ωB97M-V/def2-TZVPD, OMol25).

Cartesian coordinates (Å):
C -1.178 -0.026 0.537
C 1.669 -0.018 0.098
C -2.458 1.256 -0.979
N -1.602 -0.427 1.586
N 1.810 0.869 -0.830
N 2.683 -0.608 0.716
O -1.264 0.524 -0.550
H -2.746 0.844 -1.879
H -2.224 2.264 -1.249
H -3.381 1.102 -0.267
H -1.443 -0.884 2.456
H 1.078 1.547 -1.099
H 2.603 1.072 -1.478
H 2.398 -1.444 1.246
H 3.589 -0.651 0.187

## Properties
lowest unoccupied orbital energy (alpha / beta): -4.3 / -4.3 eV
multiplicity: 1
total charge: +1
HOMO energy (alpha / beta): -0.44928 / -0.44927 hartree
HOMO-LUMO gap (alpha / beta): 7.909 / 7.908 eV

#two
# C3H8N3O

A molecular structure, C3H8N3O (ωB97M-V/def2-TZVPD, OMol25).

Cartesian coordinates (Å):
C 0.070 -0.898 0.856
C -0.460 0.511 0.711
C 1.746 -0.320 -0.474
N 1.047 -1.162 0.208
N 2.709 0.401 0.076
N -1.920 0.013 -0.423
O 0.193 1.300 0.044
H -0.370 -1.659 1.371
H -1.209 0.843 1.393
H 1.738 -0.199 -1.552
H 3.412 0.907 -0.420
H 3.005 0.116 0.956
H -1.895 -0.939 -0.801
H -1.636 0.580 -1.134
H -2.923 0.167 -0.132

## Properties
lowest unoccupied orbital energy: -4.1 eV
multiplicity: 1
total charge: +1
HOMO energy: -0.51611 hartree
HOMO-LUMO gap: 9.952 eV

#three
# C3H8N3O

A molecular structure, C3H8N3O (ωB97M-V/def2-TZVPD, OMol25).

Cartesian coordinates (Å):
C 0.004 1.091 1.391
C 0.796 -0.111 1.036
C -0.374 0.712 -0.737
N -0.380 1.629 0.270
N 0.480 -0.344 -0.374
N 0.782 -1.476 -0.912
O -0.909 0.775 -1.938
H -0.281 1.662 2.188
H 1.781 0.328 0.915
H 0.889 -1.072 1.657
H -1.520 -0.411 0.660
H -1.694 -0.524 -0.122
H 0.670 -2.407 -0.342
H 1.188 -1.438 -1.803
H -1.430 1.584 -1.887

## Properties
lowest unoccupied orbital energy: -5.3 eV
multiplicity: 1
total charge: +1
HOMO energy: -0.51200 hartree
HOMO-LUMO gap: 8.644 eV

Which structure is most stable, and how do the rest compare? From most to least stable: #two, #one, #three.